[1]
152
Properties=species:S:1:pos:R:3 method="wB97M-V/def2-TZVPD" energy_ev=-131189.0859 orbital_gap_ev=6.64 e_homo_ev=-11.123 total_charge=+1 e_above_lowest_kcal_mol=0.0
C -3.621 -2.570 -4.293
C -2.452 -2.873 -4.291
N -1.017 -2.920 -4.257
C -0.221 -2.162 -5.146
C -0.935 -1.275 -6.236
B -1.110 0.262 -5.708
O -2.295 1.012 -5.896
O -0.014 0.889 -5.048
C 1.271 -2.204 -5.053
S 2.387 -1.262 -6.148
C 3.673 -0.321 -5.214
O 1.737 -0.286 -7.033
O 3.104 -2.246 -6.987
C 1.924 -3.119 -4.007
C 3.500 -3.287 -3.842
C 4.117 -2.371 -2.694
C 5.612 -2.444 -2.395
C 6.173 -1.556 -1.324
C 5.356 -0.621 -0.508
C 3.903 -0.540 -0.804
C 3.349 -1.395 -1.883
C 1.016 -3.948 -3.102
C 1.675 -4.928 -2.067
F 0.797 -5.995 -1.671
C 2.204 -4.270 -0.726
C 1.301 -3.123 -0.119
C -0.464 -3.780 -3.272
O -1.359 -4.503 -2.496
C -1.778 -3.761 -1.310
C -2.042 -4.747 -0.074
H -4.719 -2.457 -4.506
H -0.372 -1.324 -7.223
H -1.979 -1.633 -6.474
H -2.383 1.576 -5.100
H -0.184 1.850 -4.978
H 4.605 -0.965 -5.136
H 3.999 0.581 -5.822
H 3.289 -0.053 -4.192
H 3.802 -4.346 -3.610
H 4.062 -3.007 -4.790
H 6.276 -3.132 -2.977
H 7.280 -1.577 -1.096
H 5.781 0.019 0.315
H 3.193 0.138 -0.244
H 2.237 -1.312 -2.076
H 2.565 -5.460 -2.532
H 3.288 -3.936 -0.790
H 2.212 -5.107 0.046
H 1.884 -2.485 0.622
H 0.870 -2.405 -0.870
H 0.465 -3.591 0.471
H -1.133 -2.881 -1.045
H -2.803 -3.329 -1.556
H -1.287 -4.632 0.749
H -2.183 -5.811 -0.422
H -3.042 -4.442 0.377
C -6.552 -1.409 -1.071
C -6.112 -1.660 0.161
C -6.037 -3.045 0.681
O -5.636 -3.274 1.805
C -6.469 -4.138 -0.219
C -6.909 -3.885 -1.451
C -6.983 -2.503 -1.972
O -7.382 -2.272 -3.098
H -6.614 -0.403 -1.469
H -5.792 -0.873 0.832
H -6.406 -5.140 0.176
H -7.229 -4.673 -2.122
C -10.395 -6.473 1.319
C -11.628 -6.070 1.625
C -12.157 -4.780 1.133
O -13.279 -4.410 1.412
C -11.266 -3.954 0.286
C -10.034 -4.357 -0.020
C -9.504 -5.649 0.473
O -8.378 -6.022 0.194
H -9.991 -7.414 1.671
H -12.293 -6.662 2.242
H -11.670 -3.013 -0.066
H -9.371 -3.765 -0.636
C 8.568 1.639 3.038
C 8.972 1.382 4.280
C 8.997 0.000 4.808
O 9.363 -0.237 5.940
C 8.557 -1.085 3.900
C 8.153 -0.825 2.658
C 8.129 0.558 2.133
O 7.761 0.796 0.995
H 8.542 2.644 2.636
H 9.296 2.163 4.956
H 8.582 -2.090 4.301
H 7.827 -1.605 1.981
C 5.436 4.130 2.161
C 4.825 5.269 1.839
C 4.073 6.048 2.848
O 3.515 7.086 2.552
C 4.026 5.515 4.227
C 4.636 4.376 4.550
C 5.389 3.596 3.541
O 5.948 2.557 3.834
H 5.990 3.545 1.436
H 4.850 5.674 0.834
H 3.472 6.099 4.951
H 4.611 3.972 5.553
C 9.695 -2.224 -4.164
C 8.554 -1.538 -4.191
C 7.924 -1.150 -5.461
O 6.885 -0.525 -5.459
C 8.597 -1.548 -6.716
C 9.740 -2.234 -6.696
C 10.378 -2.625 -5.417
O 11.416 -3.251 -5.395
H 10.173 -2.517 -3.237
H 8.038 -1.235 -3.289
H 8.114 -1.253 -7.639
H 10.250 -2.535 -7.603
C -14.733 -1.814 2.781
C -14.149 -0.686 2.379
C -14.510 0.620 2.972
O -13.978 1.649 2.604
C -15.545 0.626 4.031
C -16.130 -0.502 4.434
C -15.768 -1.809 3.840
O -16.298 -2.837 4.208
H -14.480 -2.778 2.356
H -13.390 -0.672 1.606
H -15.796 1.590 4.454
H -16.888 -0.515 5.206
C 2.547 12.079 -0.203
C 3.370 11.164 -0.713
C 3.456 9.803 -0.136
O 4.208 8.967 -0.600
C 2.593 9.498 1.027
C 1.770 10.414 1.536
C 1.683 11.774 0.960
O 0.932 12.609 1.423
H 2.471 13.079 -0.611
H 4.008 11.369 -1.564
H 2.668 8.498 1.434
H 1.132 10.208 2.387
C 2.464 4.598 9.352
C 1.665 5.362 10.095
C 0.649 6.242 9.474
O -0.079 6.939 10.148
C 0.555 6.238 7.995
C 1.354 5.473 7.254
C 2.370 4.594 7.875
O 3.100 3.894 7.198
H 3.213 3.949 9.789
H 1.720 5.376 11.176
H -0.194 6.886 7.558
H 1.300 5.459 6.172

[2]
9
Properties=species:S:1:pos:R:3 method="wB97M-V/def2-TZVPD" energy_ev=-14498.6748 orbital_gap_ev="8.39 / 7.33" e_homo_ev="-10.406 / -10.228" total_charge=0 e_above_lowest_kcal_mol=70.5
C 0.923 -0.877 -0.090
O -3.421 0.068 -0.130
O -0.997 0.573 -0.189
P -2.097 -0.464 0.177
H 1.639 -0.138 -0.148
H 0.442 -1.313 -0.991
H 0.414 -1.110 0.864
H -1.683 -1.637 -0.429
H -1.960 -0.799 1.525

[3]
150
Properties=species:S:1:pos:R:3 method="wB97M-V/def2-TZVPD" energy_ev=-149617.2606 s_squared=0.750 orbital_gap_ev="1.63 / 9.54" e_homo_ev="0.090 / -7.836" total_charge=-1 spin_multiplicity=2
C -3.034 5.812 1.883
O -4.070 4.901 1.470
H -2.061 5.473 1.528
H -3.304 6.793 1.491
H -3.028 5.800 2.973
H -4.240 5.059 0.538
C 5.820 2.579 -0.038
O 6.208 3.617 0.892
H 6.609 1.829 -0.093
H 4.913 2.098 0.330
H 5.686 2.935 -1.060
H 5.679 4.379 0.643
C 2.197 -3.175 -0.366
O 1.088 -4.041 -0.526
H 2.929 -3.625 0.304
H 2.615 -2.938 -1.345
H 1.970 -2.152 -0.067
H 0.629 -4.155 0.309
C 4.618 4.373 4.435
O 4.792 5.623 3.753
H 4.252 4.459 5.458
H 3.807 3.805 3.978
H 5.527 3.772 4.406
H 4.006 6.160 3.881
C 3.642 6.059 0.012
O 4.833 5.653 -0.667
H 3.893 6.762 0.806
H 2.872 6.535 -0.595
H 3.209 5.154 0.440
H 4.740 5.998 -1.558
C 3.894 0.986 3.864
O 3.323 -0.212 3.326
H 4.930 0.884 4.187
H 3.867 1.668 3.014
H 3.289 1.459 4.637
H 2.462 0.029 2.978
C 0.126 5.290 -1.785
O 0.338 5.829 -0.445
H 1.053 5.205 -2.351
H -0.435 4.362 -1.674
H -0.596 5.937 -2.283
H 0.317 6.788 -0.478
C 1.335 6.484 2.966
O 2.009 6.036 4.128
H 0.312 6.782 3.194
H 1.811 7.365 2.536
H 1.223 5.714 2.203
H 1.530 5.325 4.561
C 7.199 -1.460 -4.469
O 6.563 -0.435 -3.677
P 5.044 -0.703 -3.251
O 4.019 -0.559 -4.343
O 5.105 -2.166 -2.504
C 5.969 -2.380 -1.385
O 4.823 0.332 -1.992
C 3.504 0.473 -1.489
H 6.577 -2.260 -4.871
H 7.828 -2.029 -3.784
H 7.853 -0.997 -5.208
H 5.518 -2.966 -0.583
H 6.292 -1.420 -0.982
H 6.798 -3.032 -1.658
H 2.930 -0.365 -1.882
H 2.987 1.390 -1.770
H 3.469 0.303 -0.412
C -3.307 -2.610 -4.947
O -2.745 -1.613 -4.123
P -1.371 -0.939 -4.556
O -1.260 -0.640 -6.018
O -0.270 -1.982 -3.980
C 1.061 -1.996 -4.484
O -1.239 0.309 -3.520
C 0.005 0.941 -3.331
H -2.618 -3.251 -5.497
H -4.046 -2.349 -5.705
H -3.889 -3.348 -4.395
H 1.262 -1.071 -5.024
H 1.194 -2.852 -5.145
H 1.798 -2.129 -3.691
H 0.435 1.154 -4.310
H 0.678 0.244 -2.830
H -0.105 1.825 -2.704
C -1.052 -1.328 -0.354
O -0.088 -0.305 -0.277
P 0.284 0.446 1.130
O 0.849 -0.343 2.243
O -1.121 1.174 1.493
C -1.651 2.267 0.772
O 1.244 1.651 0.636
C 1.602 2.710 1.538
H -0.777 -2.030 -1.142
H -2.030 -0.970 -0.674
H -1.178 -1.856 0.591
H -2.663 2.061 0.425
H -1.167 2.553 -0.163
H -1.504 3.178 1.352
H 2.667 2.896 1.679
H 1.126 2.601 2.512
H 1.165 3.641 1.177
C -4.623 -8.281 -4.650
O -4.031 -7.701 -3.496
P -3.521 -6.138 -3.607
O -2.767 -5.810 -4.839
O -4.920 -5.320 -3.348
C -5.868 -5.265 -4.362
O -2.706 -5.946 -2.226
C -1.748 -4.833 -2.140
H -5.697 -8.398 -4.500
H -4.137 -9.238 -4.836
H -4.363 -7.737 -5.557
H -6.620 -6.038 -4.203
H -5.331 -5.424 -5.297
H -6.392 -4.311 -4.311
H -1.792 -4.315 -1.182
H -1.883 -4.090 -2.925
H -0.728 -5.210 -2.218
C -1.829 -1.828 3.683
O -2.274 -1.483 4.943
P -1.544 -1.925 6.324
O -0.888 -3.312 6.230
O -0.468 -0.729 6.585
C 0.765 -0.693 5.848
O -2.657 -1.771 7.529
C -2.531 -2.421 8.794
H -2.730 -2.278 3.266
H -1.041 -2.580 3.652
H -1.536 -0.990 3.050
H 0.711 0.052 5.055
H 0.948 -1.632 5.326
H 1.586 -0.505 6.541
H -1.668 -3.085 8.837
H -3.487 -2.830 9.123
H -2.269 -1.644 9.513
C -5.646 -3.698 -0.544
O -6.135 -2.396 -0.215
P -5.146 -1.278 0.370
O -4.048 -1.827 1.160
O -4.686 -0.455 -0.977
C -5.704 -0.040 -1.883
O -6.100 -0.204 1.179
C -5.469 0.867 1.931
H -6.042 -4.125 -1.465
H -5.941 -4.344 0.283
H -4.574 -3.849 -0.673
H -5.552 -0.542 -2.838
H -5.584 1.031 -2.047
H -6.690 -0.149 -1.433
H -5.789 0.904 2.972
H -5.823 1.784 1.461
H -4.381 0.795 1.909